1.
Molecular formula: C6H11N2O3
Method: DFT, the ωB97M-V functional and the def2-TZVPD basis

Last column: natural (NBO) charge in e.
Geometry (Å):
C -1.484 2.340 -0.286  -0.611
C -1.108 1.035 0.368  -0.075
C 0.588 0.892 0.333  -0.426
C 1.130 -0.439 0.623  0.100
C 1.014 -1.551 -0.432  -0.476
C 2.490 -1.469 -0.689  -0.069
O 2.586 -0.504 0.435  -0.569
N -1.743 -0.033 -0.425  -0.483
N -2.182 -1.103 0.186  0.579
O -2.303 -1.178 1.424  -0.594
O -2.649 -2.030 -0.488  -0.551
H -1.356 2.295 -1.352  0.218
H -2.427 2.772 0.272  0.206
H -0.655 3.035 -0.004  0.182
H -1.551 1.004 1.385  0.206
H 0.996 1.569 1.083  0.202
H 0.985 1.136 -0.768  0.186
H 0.844 -0.728 1.663  0.176
H 0.253 -1.166 -1.211  0.248
H 0.642 -2.479 -0.109  0.220
H 2.985 -2.353 -0.330  0.165
H 2.945 -1.048 -1.678  0.165

Atomic forces in eV per Å
0.49 1.75 2.57
0.83 -2.02 -0.19
-1.93 1.01 -2.21
0.65 -2.12 0.86
-2.95 2.17 -2.23
0.61 1.73 0.54
0.66 0.45 -0.41
0.79 0.04 -0.53
-0.83 1.23 0.15
0.72 0.27 1.39
0.19 -0.57 -1.09
-1.05 -0.10 -0.56
1.42 -0.81 -2.03
-0.59 0.02 0.06
0.94 -0.02 -0.16
0.08 0.39 -0.25
-1.03 0.03 2.24
0.30 -0.04 -0.60
1.39 -0.85 0.72
-0.34 -1.21 0.57
0.61 -0.55 -0.50
-0.97 -0.79 1.68

For the LUMO energy, the calculation gives 3.648 eV. As for the net charge: -1.

---

2.
Molecular formula: C37H52Cl3N7O5RbS
Method: DFT, the ωB97M-V functional and the def2-TZVPD basis

Last column: Mulliken charge in e.
Geometry (Å):
Rb -0.398 1.881 -3.080  0.934
C 0.896 -0.978 3.358  -1.658
C 1.327 0.221 2.493  0.041
C 2.853 0.204 2.324  -1.925
C 3.483 1.512 1.822  2.233
C 5.002 1.296 1.786  -2.048
C 3.156 2.687 2.753  -1.811
N 2.955 1.805 0.472  2.188
C 3.580 2.947 -0.220  -0.555
C 4.499 2.542 -1.370  -1.060
N 3.731 1.966 -2.458  1.075
C 3.159 3.036 -3.273  -0.819
C 1.904 2.739 -4.158  -0.013
O 1.741 1.612 -4.649  -0.711
O 1.151 3.714 -4.295  -0.820
C 4.416 0.878 -3.166  0.444
C 4.803 1.206 -4.611  -2.045
C 3.551 -0.392 -3.203  -2.406
C 3.362 -1.238 -1.928  2.180
C 4.672 -1.413 -1.146  -2.011
C 2.925 -2.631 -2.429  -2.262
N 2.378 -0.600 -1.032  1.261
C 1.612 -1.530 -0.203  -2.215
C 0.398 -0.882 0.463  -0.096
N 0.642 0.338 1.211  1.625
C -0.551 1.156 1.353  0.595
C -0.207 2.669 1.336  -0.247
O -0.851 3.424 2.047  -0.813
O 0.752 2.996 0.566  -0.617
H 1.306 -0.863 4.358  0.563
H 1.243 -1.922 2.942  0.276
H -0.188 -1.017 3.446  0.137
H 1.064 1.123 3.053  0.646
H 3.126 -0.586 1.631  -0.322
H 3.296 -0.033 3.294  0.743
H 5.369 1.084 2.787  0.540
H 5.527 2.176 1.427  0.326
H 5.256 0.454 1.148  0.360
H 3.217 2.375 3.792  0.378
H 2.160 3.071 2.557  0.305
H 3.859 3.505 2.619  0.494
H 2.900 0.949 -0.140  -1.513
H 1.846 2.148 0.553  0.322
H 4.133 3.551 0.498  0.331
H 2.772 3.565 -0.612  0.435
H 5.230 1.813 -1.009  0.466
H 5.062 3.441 -1.688  0.240
H 3.906 3.493 -3.941  0.391
H 2.823 3.826 -2.599  0.531
H 5.349 0.655 -2.631  0.515
H 3.901 1.343 -5.199  0.303
H 5.376 0.386 -5.036  0.520
H 5.413 2.104 -4.664  0.442
H 3.994 -1.046 -3.955  0.553
H 2.572 -0.091 -3.579  0.455
H 5.461 -1.768 -1.805  0.461
H 4.540 -2.136 -0.343  0.419
H 4.978 -0.470 -0.704  0.114
H 3.657 -3.013 -3.136  0.558
H 1.964 -2.561 -2.934  0.396
H 2.851 -3.351 -1.616  0.420
H 1.699 -0.112 -1.622  -0.178
H 2.282 -1.995 0.530  0.397
H 1.170 -2.340 -0.799  0.582
H -0.101 -1.657 1.066  0.003
H -0.287 -0.627 -0.351  0.045
H -1.107 0.946 2.276  0.077
H -1.223 0.983 0.509  0.011
N -1.595 -1.415 -3.014  -0.811
C -0.595 -0.930 -2.655  -0.179
Cl -8.206 -5.860 0.750  -0.237
C -7.198 -4.459 0.737  0.410
C -7.737 -3.223 1.050  -1.086
C -6.920 -2.109 1.003  -0.121
C -5.574 -2.201 0.654  0.037
C -4.756 -0.931 0.514  -0.635
C -4.582 -0.629 -0.986  -0.728
N -4.211 0.737 -1.244  0.504
C -4.672 1.886 -0.664  -0.031
C -4.037 2.911 -1.301  -0.835
N -3.222 2.420 -2.269  -0.613
C -3.350 1.121 -2.207  -0.629
O -3.485 -1.006 1.118  0.226
C -3.459 -0.567 2.460  0.578
C -4.407 -1.320 3.345  -0.055
C -5.619 -0.852 3.779  0.749
Cl -6.305 0.690 3.484  -0.209
S -6.487 -2.014 4.734  -0.209
C -5.194 -3.143 4.544  -0.418
C -4.181 -2.644 3.791  -0.905
C -5.056 -3.460 0.358  1.038
Cl -3.404 -3.658 -0.083  -0.200
C -5.860 -4.590 0.399  -0.871
H -8.779 -3.131 1.316  0.430
H -7.338 -1.142 1.242  0.440
H -5.328 -0.113 0.973  0.014
H -5.528 -0.856 -1.497  0.156
H -3.790 -1.264 -1.394  0.398
H -5.388 1.894 0.132  0.377
H -4.114 3.966 -1.130  0.443
H -2.854 0.409 -2.838  0.780
H -3.670 0.511 2.507  0.523
H -2.431 -0.744 2.784  -0.930
H -5.273 -4.103 5.012  0.470
H -3.289 -3.195 3.551  0.463
H -5.445 -5.554 0.153  0.479

Atomic forces in eV per Å
-0.92 0.14 0.45
-0.05 0.34 -0.18
0.34 -0.20 0.14
-0.39 0.28 -0.02
0.40 -0.20 0.43
-0.23 0.03 -0.08
-0.05 -0.12 -0.13
-0.64 0.34 -0.36
0.38 0.17 -0.39
-0.15 0.10 0.24
-0.01 0.08 0.05
-0.40 0.11 -0.19
1.47 0.59 -0.08
0.19 -0.80 -0.19
-0.35 0.80 -0.01
-0.08 -0.57 -0.32
0.06 0.12 0.21
0.11 0.18 0.25
0.48 -0.37 -0.21
-0.32 0.08 -0.19
-0.04 0.20 0.13
-0.46 0.12 -0.15
-0.26 -0.13 0.15
0.18 -0.01 -0.14
-0.40 -0.07 -0.01
0.10 0.43 -0.05
-0.18 -0.59 0.27
-0.40 0.27 0.27
0.34 0.16 -0.39
0.07 -0.06 0.12
0.04 -0.11 -0.03
-0.12 -0.05 0.00
0.05 -0.01 0.01
0.11 -0.16 -0.02
0.12 0.02 -0.01
-0.01 -0.03 0.15
0.08 0.13 -0.07
0.06 -0.11 -0.05
0.03 -0.10 0.14
-0.11 0.09 0.06
0.09 0.12 -0.04
0.14 0.13 0.21
0.51 -0.13 -0.05
-0.05 0.04 0.02
0.01 0.02 0.12
-0.04 0.03 -0.03
0.01 -0.11 0.03
0.00 0.03 0.07
0.10 -0.04 -0.07
-0.13 0.07 0.02
-0.05 0.02 -0.14
0.10 -0.13 -0.01
0.12 0.14 -0.06
0.02 -0.11 -0.04
0.02 -0.11 -0.09
0.16 -0.08 -0.05
0.01 -0.10 0.11
0.11 0.13 0.01
0.11 0.00 -0.06
-0.14 -0.04 -0.05
-0.05 -0.07 0.05
0.06 -0.25 0.05
-0.06 -0.03 -0.04
0.10 0.06 0.07
-0.04 -0.03 -0.03
0.11 -0.09 0.19
-0.02 0.04 -0.06
-0.03 -0.07 0.00
0.09 0.03 0.11
-0.08 -0.53 -0.11
-0.19 -0.28 0.04
0.33 0.25 -0.04
-0.01 -0.04 -0.03
0.25 -0.17 -0.10
-0.01 0.05 0.02
-0.10 0.12 -0.42
-0.20 -0.41 0.28
0.19 0.18 -0.05
-0.21 0.30 0.27
-0.26 0.10 0.19
0.37 0.21 -0.36
-0.01 -0.18 -0.24
-0.01 0.05 -0.20
0.06 0.22 0.13
-0.52 0.61 0.00
0.23 -0.54 0.31
-0.07 0.10 -0.03
0.62 0.21 -0.41
-0.26 0.30 -0.05
-0.23 -0.35 0.28
-0.33 0.06 0.14
0.23 -0.24 -0.15
-0.14 0.10 0.05
-0.08 -0.04 0.02
-0.01 0.15 0.03
0.00 -0.10 -0.06
0.16 -0.01 0.09
-0.12 0.03 -0.03
-0.11 -0.02 0.18
-0.08 0.16 0.15
0.09 -0.34 -0.03
0.10 -0.12 0.03
-0.11 0.11 0.06
0.04 -0.25 0.06
0.17 -0.11 -0.06
0.03 -0.11 -0.02

For the LUMO energy, the calculation gives 1.774 eV. As for the net charge: -1.

---

3.
Molecular formula: C5H11OS
Method: DFT, the ωB97M-V functional and the def2-TZVPD basis

Last column: Löwdin spin population.
Geometry (Å):
C 0.728 2.126 -1.426  0.112
O 0.024 2.759 -2.370  0.788
C 0.336 0.647 -1.292  0.015
C 0.996 0.032 -0.065  0.002
C 0.123 0.044 1.166  0.002
S -1.165 -1.219 1.161  0.000
C -0.144 -2.706 1.274  0.000
H 1.841 2.156 -1.526  0.018
H 0.623 2.603 -0.426  0.062
H -0.761 0.574 -1.271  0.000
H 0.703 0.134 -2.184  0.000
H 1.906 0.595 0.136  0.000
H 1.350 -0.983 -0.242  0.000
H 0.733 -0.117 2.066  0.000
H -0.366 1.010 1.302  0.001
H -0.663 -3.408 1.916  0.000
H -0.011 -3.157 0.302  0.000
H 0.837 -2.471 1.686  0.000

Atomic forces in eV per Å
0.80 -1.36 0.68
0.03 0.80 -0.12
-0.04 -0.12 -0.09
0.11 0.04 -0.14
0.28 -0.07 0.59
-0.23 0.14 0.07
-0.05 0.16 -0.06
-0.33 0.42 -0.43
-0.52 0.31 -0.32
0.30 -0.14 0.04
-0.24 0.06 -0.07
0.24 0.15 0.16
-0.12 -0.12 -0.15
-0.12 0.04 -0.13
-0.14 -0.03 -0.06
0.04 -0.12 0.14
0.08 -0.14 -0.27
-0.07 -0.01 0.15

For the LUMO energy (spin up / spin down), the calculation gives 0.942 / -1.578 eV. Its spin multiplicity is 2.

---

4.
Molecular formula: C3H8N2O
Method: DFT, the ωB97M-V functional and the def2-TZVPD basis

Last column: natural (NBO) charge in e.
Geometry (Å):
C 0.224 -1.465 -0.911  -0.416
N 0.494 -0.046 -0.516  -0.480
C 1.834 0.207 0.038  -0.418
C -0.570 0.435 0.366  0.777
N -1.731 0.256 -0.261  -0.864
O -0.405 0.869 1.468  -0.618
H 0.911 -1.572 -1.720  0.201
H 0.704 -2.034 -0.117  0.176
H -0.787 -1.485 -0.996  0.217
H 2.600 0.135 -0.676  0.194
H 2.003 -0.575 0.845  0.178
H 1.858 1.281 0.320  0.226
H -1.785 0.325 -1.296  0.416
H -2.528 0.444 0.377  0.410

Atomic forces in eV per Å
4.49 2.37 1.44
-0.63 0.97 1.10
-1.70 -0.22 1.27
2.98 -1.02 -2.04
-3.07 0.52 -0.07
-0.03 0.47 1.03
-0.41 -0.75 -1.36
-0.69 -0.85 0.35
-2.45 -1.30 -0.80
0.85 -0.56 -1.36
0.23 1.37 -0.39
0.01 -0.95 0.63
-0.15 0.00 1.58
0.57 -0.03 -1.40

For the LUMO energy, the calculation gives 0.925 eV.

---

The records above yield energy values of -15518.9636, -108942.4890, -18243.7151, -8267.9494 eV, respectively.